Entry 1:
DFT (the ωB97M-V functional and the def2-TZVPD basis) results for a single C6H9N3 molecule in a non-equilibrium geometry.

XYZ file:
```
18
Properties=species:S:1:pos:R:3:forces:R:3
C -2.007804 -1.598137 -0.130003 -3.299 -1.322 0.679
C 0.241021 0.167598 -0.093717 -0.244 0.477 -2.707
C 1.353464 1.047214 -0.615295 2.460 0.659 0.157
C -0.340398 1.504438 0.468189 -3.282 0.258 3.906
C 0.780751 -0.763597 0.913999 0.181 -1.315 3.852
C 1.143106 -1.253286 2.007673 -1.582 -1.145 -1.249
H -2.156300 -0.837724 0.709389 0.404 -1.202 -0.968
H -2.780626 -2.488228 -0.365595 1.657 1.953 1.598
H -0.022820 -0.182236 -2.391642 -1.215 -1.000 4.909
H 2.351951 0.612783 -0.312352 -0.654 0.787 -0.715
H 1.284198 1.366365 -1.660863 0.239 -0.954 -0.281
H 1.170195 3.208435 -0.109821 -2.038 -3.961 1.241
H -1.196345 2.113776 -0.019183 0.479 -1.971 0.818
H -0.505857 1.258735 1.678475 -0.158 1.228 -2.722
H 1.168208 -2.021444 2.938724 0.275 2.548 -2.844
N -1.306393 -1.486284 -1.147964 2.504 2.449 -2.348
N -0.448009 -0.311405 -1.280979 -0.574 -2.199 -2.737
N 0.849623 2.132569 0.175767 4.847 4.709 -0.590
```
Positions in Å, forces in eV/Å.

Calculated values
Kohn-Sham gap, eV: 9.147
HOMO, eV: -8.26
Electronic energy, eV: -10830.1923
Structure (SMILES): C#CC1(NN=C)CNC1

=====

Entry 2:
DFT (the ωB97M-V functional and the def2-TZVPD basis) results for a single C6H9N3 molecule in a non-equilibrium geometry.

XYZ file:
```
18
Properties=species:S:1:pos:R:3:forces:R:3
C 2.526448 -1.100507 -0.047607 -0.609 2.365 0.967
C 1.339530 -0.081214 0.127593 1.824 -1.003 0.234
C 1.278132 1.254257 0.212706 2.613 1.957 -2.360
C -1.964430 0.429723 0.279196 -2.939 2.980 3.386
C -2.073217 -0.957520 -0.099038 -0.118 -3.180 5.148
C -0.001168 -0.427785 -0.027870 -3.496 -1.906 -1.870
H 2.296811 -1.554279 -1.034262 0.942 0.413 0.373
H 2.472530 -1.943615 0.689207 0.248 1.031 -0.418
H 3.465492 -0.384985 0.082283 -1.545 -2.243 -0.660
H 2.130548 1.977912 -0.058224 -1.138 -1.170 1.285
H 0.024413 2.581441 -0.772819 0.174 -1.969 2.342
H -1.757670 0.707875 1.391058 -0.990 -0.851 -1.289
H -2.900478 0.857967 -0.100104 0.263 0.858 0.366
H -2.578266 -0.955280 -0.971763 -1.038 -0.851 -3.535
H -2.734887 -1.463950 0.676182 0.590 0.222 -1.122
N 0.025145 1.807022 0.017064 -1.038 2.919 -1.721
N -0.831790 0.758528 -0.392477 5.356 -0.510 -1.022
N -0.717142 -1.505586 0.028872 0.901 0.938 -0.105
```
Positions in Å, forces in eV/Å.

Calculated values
Kohn-Sham gap, eV: 8.846
HOMO, eV: -7.96
Electronic energy, eV: -10834.6624
Structure (SMILES): CC1=CNN2CCN=C12

=====

Entry 3:
DFT (the ωB97M-V functional and the def2-TZVPD basis) results for a single C6H9N3O molecule in a non-equilibrium geometry.

XYZ file:
```
19
Properties=species:S:1:pos:R:3:forces:R:3
C -2.739226 -0.100978 0.474416 2.178 -0.480 1.082
C -1.476984 -0.520004 0.811093 -0.975 -1.012 1.470
C -1.420878 0.610091 -1.035602 -0.843 0.658 0.220
C 0.780032 -0.319684 -0.280383 0.579 -4.545 0.631
C 1.094110 -2.047881 -0.432229 4.758 6.474 2.202
C 1.254636 1.887008 0.355741 -1.111 0.517 1.536
N -2.674749 0.663402 -0.617781 -0.028 0.319 -2.174
N -0.633207 -0.063043 -0.159054 1.541 0.225 0.190
N 1.731610 0.542568 0.021337 -1.466 -1.528 -2.414
O 2.986197 0.298266 -0.142183 -1.289 0.533 0.740
H -3.555884 -0.395630 1.075550 -1.188 0.329 0.074
H -1.284246 -1.118154 1.713285 0.707 0.355 -0.853
H -1.024340 1.027421 -1.945999 -0.030 0.153 0.029
H 1.184291 -2.482636 0.521420 -0.592 -0.283 1.543
H 0.357308 -2.396344 -0.970142 -3.450 -2.020 -3.079
H 2.152588 -2.100626 -0.755137 -0.915 -0.087 -0.763
H 0.490003 2.358552 -0.307868 1.063 -0.731 -0.173
H 0.586281 1.694170 1.292286 1.843 1.014 -0.978
H 2.192456 2.463504 0.381254 -0.782 0.110 0.716
```
Positions in Å, forces in eV/Å.

Calculated values
Kohn-Sham gap (alpha / beta), eV: 9.394 / 9.395
HOMO (alpha / beta), eV: -8.98 / -8.98
Electronic energy, eV: -12881.4452
Structure (SMILES): C/C(n1ccnc1)=[N+](/C)[O-]

=====

Table of energy relative to the best compared isomer or geometry (same formula, charge and spin) (kcal/mol), in record order: 171.44, 68.36, 103.76